(1)
ORCA calculation (ωB97M-V/def2-TZVPD) on a single C12H11NO molecule in a non-equilibrium geometry.

The geometry in XYZ format:
```
25
C12H11NO ωB97M-V/def2-TZVPD
C 3.1435 1.9270 -0.3991
C 2.5544 0.5902 -0.2230
C 3.3819 -0.4250 0.2072
N 2.9892 -1.6279 0.5678
C 1.6875 -1.9702 0.4417
C 0.9026 -1.0133 -0.1722
O -0.3665 -1.5981 -0.4025
C -1.5168 -0.8173 -0.0948
C -2.5001 -0.8304 -1.1024
C -3.6779 -0.2258 -0.7941
C -3.8742 0.5172 0.3477
C -2.8574 0.6641 1.2396
C -1.6844 -0.0955 1.0617
C 1.2408 0.2720 -0.5168
H 4.2379 1.8711 -0.2305
H 2.9611 2.1695 -1.4636
H 2.6149 2.6603 0.2978
H 4.4354 -0.2181 0.4170
H 1.3119 -3.0015 0.8248
H -2.3620 -1.3662 -1.9308
H -4.4611 -0.4205 -1.4792
H -4.9212 1.0036 0.4023
H -2.8827 1.1818 2.1993
H -0.8692 -0.1551 1.8267
H 0.5126 0.9082 -1.0244
```

Computed properties:
Charge ... 0
HOMO level ... -8.80 eV
SMILES ... Cc1cncc(Oc2ccccc2)c1
ΔE to the lowest compared entry with this formula, charge and spin ... 141.5 kJ/mol
Strongest force on any atom ... 4.7 eV/Å

---

(2)
ORCA calculation (ωB97M-V/def2-TZVPD) on 2 unconnected molecules or ions with the total composition C4H7F2N in a non-equilibrium geometry.

The geometry in XYZ format:
```
14
C4H7F2N ωB97M-V/def2-TZVPD
C 1.6982 -1.2166 -0.8632
C -1.2665 0.0058 1.3494
C -0.9646 0.7533 0.1357
C -1.1878 0.1132 -1.0005
N 1.9370 -0.1323 -0.1700
F 2.4296 -1.2265 -1.9702
F -1.0153 0.6812 -2.1869
H -1.2439 -1.0806 1.1661
H -2.1056 0.4808 1.8136
H -0.6469 0.1700 2.1873
H -0.3282 1.6405 0.0297
H 1.9355 -0.0250 0.9397
H -1.8090 -0.7139 -0.8925
H 2.5675 0.5501 -0.5383
```

Computed properties:
Charge ... 0
HOMO level ... -8.94 eV
ΔE to the lowest compared entry with this formula, charge and spin ... 295.3 kJ/mol
Strongest force on any atom ... 3.8 eV/Å

---

(3)
ORCA calculation (ωB97M-V/def2-TZVPD) on 5 unconnected molecules or ions with the total composition C5H20O5 in a non-equilibrium geometry.

The geometry in XYZ format:
```
30
C5H20O5 ωB97M-V/def2-TZVPD
C -21.6908 10.3929 -24.9901
O -22.0042 9.9304 -23.7047
H -22.5174 10.5312 -25.6870
H -21.2380 11.3742 -24.8477
H -21.0106 9.7173 -25.5088
H -22.2867 10.6911 -23.1917
C -25.7147 10.0317 -26.5471
O -25.9544 8.7246 -26.1737
H -26.6636 10.5678 -26.5579
H -25.0084 10.4421 -25.8255
H -25.2990 9.9998 -27.5543
H -26.2966 8.6884 -25.2775
C -23.6219 12.8134 -22.9987
O -22.7557 11.9992 -22.1072
H -24.5902 12.9908 -22.5306
H -23.1748 13.7891 -23.1890
H -23.8323 12.2631 -23.9158
H -22.5457 12.5978 -21.3867
C -22.1236 13.4730 -18.9450
O -22.5127 14.1113 -20.1097
H -22.1430 14.1678 -18.1053
H -22.8597 12.7154 -18.6762
H -21.1650 12.9543 -18.9510
H -21.9894 14.9039 -20.2496
C -25.6242 12.0349 -19.7880
O -25.3690 12.0617 -18.3903
H -25.1526 11.1858 -20.2827
H -26.7016 11.8758 -19.8334
H -25.4803 12.9716 -20.3263
H -24.5472 11.6123 -18.1795
```

Computed properties:
Charge ... 0
HOMO level ... -9.62 eV
SMILES ... CO.CO.CO.CO.CO
ΔE to the lowest compared entry with this formula, charge and spin ... 210.1 kJ/mol
Strongest force on any atom ... 2.2 eV/Å

---

(4)
ORCA calculation (ωB97M-V/def2-TZVPD) on 3 unconnected molecules or ions with the total composition C4H14N2O2 in a non-equilibrium geometry.

The geometry in XYZ format:
```
22
C4H14N2O2 ωB97M-V/def2-TZVPD
H -2.0127 -1.8111 3.0040
N -1.6045 -1.1481 2.3964
C -1.8695 -0.9419 1.1059
N -1.7638 0.2973 0.5866
C -1.2341 0.2648 -0.7638
C -1.1492 1.6955 -1.3492
C -0.0694 1.8101 -2.4394
H -2.4848 -1.4617 0.2101
H -1.4403 1.1927 1.2310
H -1.5873 -0.4168 -1.4517
H -0.0921 0.0241 -0.7725
H -2.2073 1.8943 -1.7090
H -0.8938 2.3107 -0.5829
H 0.2234 0.7528 -2.5158
H -0.4085 2.0642 -3.3650
H 0.6857 2.4816 -2.2271
O 3.1506 -0.7498 -1.4389
H 2.9443 0.1630 -1.4711
H 2.3677 -1.2685 -1.1901
O 3.0310 -1.0994 2.2569
H 2.3773 -0.3932 2.3482
H 2.5862 -1.7538 1.7463
```

Computed properties:
Charge ... 0
HOMO level ... -9.23 eV
SMILES ... [H]/N=C/NCCC.O.O
ΔE to the lowest compared entry with this formula, charge and spin ... 312.6 kJ/mol
Strongest force on any atom ... 5.8 eV/Å

---

(5)
ORCA calculation (ωB97M-V/def2-TZVPD) on 5 unconnected molecules or ions with the total composition C36H42N3O in a non-equilibrium geometry.

The geometry in XYZ format:
```
82
C36H42N3O ωB97M-V/def2-TZVPD
N 3.9166 -0.0927 4.0963
C 3.2342 0.2240 2.9597
N 3.7040 -0.2888 1.7046
C 3.8732 0.9142 0.8321
O 2.6671 1.6200 0.6786
C 2.2298 2.1115 1.9071
C 0.8950 2.8359 1.6596
C -0.1460 2.7450 2.7984
C -1.5796 2.7451 2.1348
C -2.0205 1.2721 2.0277
C -1.3400 0.4145 1.1551
C -1.7144 -0.9055 1.0932
C -2.7463 -1.4104 1.8865
C -3.4228 -0.5610 2.7195
C -3.0595 0.8346 2.8125
N 2.1771 0.9911 2.9335
H 4.7467 0.4025 4.3920
H 3.6701 -0.9009 4.6521
H 2.8816 -0.7658 1.3171
H 4.7317 1.5189 1.1627
H 4.1458 0.5243 -0.1568
H 2.9686 2.8380 2.2915
H 1.1442 3.9018 1.5456
H 0.5259 2.5144 0.6817
H -0.1239 3.6016 3.4830
H -0.1089 1.8202 3.3857
H -1.5768 3.2453 1.1590
H -2.2941 3.2580 2.7916
H -0.5243 0.7281 0.5078
H -1.2025 -1.6012 0.4264
H -2.9937 -2.4686 1.8268
H -4.2451 -0.9303 3.3338
H -3.5979 1.4942 3.4888
H 2.0186 1.3414 3.8817
C -1.1771 2.8217 -3.6318
C -1.8086 2.7668 -2.3960
C -2.3064 1.5595 -1.9230
C -2.1645 0.4050 -2.6809
C -1.5298 0.4592 -3.9145
C -1.0398 1.6681 -4.3919
H -0.7922 3.7635 -4.0027
H -1.9139 3.6669 -1.8016
H -2.8047 1.5181 -0.9624
H -2.5489 -0.5371 -2.3091
H -1.4174 -0.4416 -4.5054
H -0.5496 1.7112 -5.3565
C 6.1759 -3.9354 -2.3819
C 5.6975 -3.3192 -3.5308
C 4.8310 -2.2398 -3.4320
C 4.4498 -1.7703 -2.1827
C 4.9314 -2.3846 -1.0331
C 5.7911 -3.4699 -1.1325
H 6.8491 -4.7793 -2.4606
H 6.0001 -3.6818 -4.5047
H 4.4532 -1.7642 -4.3281
H 3.7756 -0.9240 -2.1072
H 4.6350 -2.0176 -0.0571
H 6.1621 -3.9521 -0.2368
C -4.6548 0.9724 6.3930
C -3.5515 0.1254 6.5201
C -3.1387 -0.2602 7.7912
C -3.8111 0.1824 8.9194
C -4.9007 1.0252 8.7880
C -5.3176 1.4220 7.5284
H -4.9884 1.2796 5.4090
H -3.0410 -0.2077 5.6246
H -2.2801 -0.9118 7.9012
H -3.4814 -0.1284 9.9026
H -5.4272 1.3727 9.6678
H -6.1697 2.0826 7.4271
C -0.3200 -0.9630 -8.8231
C -0.9516 -1.0179 -7.5881
C -1.4496 -2.2245 -7.1150
C -1.3077 -3.3787 -7.8733
C -0.6729 -3.3244 -9.1065
C -0.1827 -2.1162 -9.5835
H 0.0652 -0.0211 -9.1935
H -1.0567 -0.1181 -6.9939
H -1.9488 -2.2663 -6.1544
H -1.6922 -4.3206 -7.5028
H -0.5610 -4.2248 -9.6973
H 0.3074 -2.0735 -10.5479
```

Computed properties:
Charge ... +1
HOMO level ... -10.68 eV
ΔE to the lowest compared entry with this formula, charge and spin ... 243.9 kJ/mol
Strongest force on any atom ... 2.4 eV/Å

---

(6)
ORCA calculation (ωB97M-V/def2-TZVPD) on a single C16H16N2O6S molecule.

The geometry in XYZ format:
```
41
C16H16N2O6S ωB97M-V/def2-TZVPD
C 2.3332 1.0113 -6.4719
O 1.4386 0.3860 -5.5835
C 1.6209 0.5709 -4.2456
C 2.6090 1.3567 -3.6738
C 2.6945 1.4438 -2.2917
C 1.7999 0.7844 -1.4704
N 1.8744 0.8596 -0.0730
S 1.8969 -0.5681 0.8348
O 2.2288 -1.7022 0.0273
O 2.7461 -0.2578 1.9511
C 0.2352 -0.7176 1.4730
C -0.3252 -1.9695 1.6264
C -1.5914 -2.0880 2.1760
C -2.2843 -0.9518 2.5743
C -1.6888 0.3112 2.4411
C -0.4231 0.4223 1.8859
N -2.3783 1.4242 2.9200
C -3.6665 1.3838 3.3445
O -4.2338 2.3409 3.8134
C -4.3548 0.0439 3.1090
O -3.5151 -1.0941 3.1346
C 0.7808 0.0094 -2.0491
O -0.0925 -0.5682 -1.1761
C -0.9970 -1.5229 -1.6825
C 0.7101 -0.0993 -3.4244
H 3.3618 0.6743 -6.3095
H 2.0112 0.7167 -7.4694
H 2.2894 2.1017 -6.3854
H 3.3244 1.8917 -4.2759
H 3.4765 2.0405 -1.8454
H 2.6149 1.4623 0.2576
H 0.2320 -2.8328 1.3022
H -2.0582 -3.0500 2.3131
H 0.0514 1.3838 1.7763
H -1.8861 2.3060 2.9831
H -5.1117 -0.1112 3.8808
H -4.8637 0.1106 2.1332
H -0.4701 -2.3341 -2.1916
H -1.5215 -1.9183 -0.8138
H -1.7182 -1.0645 -2.3669
H -0.0445 -0.6950 -3.9095
```

Computed properties:
Charge ... 0
HOMO level ... -8.14 eV
SMILES ... COc1ccc(NS(=O)(=O)c2ccc3c(c2)NC(=O)CO3)c(OC)c1
ΔE to the lowest compared entry with this formula, charge and spin ... 134.1 kJ/mol
Strongest force on any atom ... 1.0 eV/Å

---

Q: Number 2 is which compound?
A: C4H7F2N